## a
# C9H36F2N19O13S2

10 unconnected molecules or ions with the total composition C9H36F2N19O13S2 (ωB97M-V with the def2-TZVPD basis set, OMol25).

LUMO ... 1.48 eV
Frontier orbital gap ... 0.32906 Ha
Net charge ... -1

Bonds (Å) are listed after each position.
Element x y z (Å)
1 N 0.79725 -1.25101 -0.69115  S2 1.466, S6 1.731
2 S -0.45787 -0.54096 -0.42958  N1 1.466, O3 1.467, O4 1.462, F5 1.615, S6 2.308
3 O -1.66386 -0.74190 -1.24065  S2 1.467
4 O -0.23344 0.73409 0.24984  S2 1.462
5 F -0.71357 -1.49957 0.84417  S2 1.615
6 S 1.02490 -0.42409 -2.19482  N1 1.731, S2 2.308, O7 1.468, O8 1.459, F9 1.597
7 O 0.54539 0.92716 -2.50937  S6 1.468
8 O 1.10049 -1.22213 -3.41388  S6 1.459
9 F 2.56955 -0.09657 -1.95516  S6 1.597
10 C -3.37933 6.80715 5.35566  O11 1.147, N12 1.288, N13 1.293
11 O -4.17954 6.62121 6.15651  C10 1.147
12 N -2.80632 5.86688 4.68705  C10 1.288, H14 1.010, H15 1.010
13 N -2.92282 7.97618 5.04399  C10 1.293, H16 1.010, H17 1.010
14 H -3.20977 4.96537 4.89823  N12 1.010
15 H -1.81823 5.87864 4.47813  N12 1.010
16 H -2.23354 8.16308 4.32980  N13 1.010
17 H -3.52385 8.71241 5.38578  N13 1.010
18 C 1.54271 -6.59591 6.08841  O19 1.255, N20 1.297, N21 1.274
19 O 2.71431 -6.63431 6.53528  C18 1.255
20 N 1.15280 -6.43085 4.86246  C18 1.297, H22 1.010, H23 1.010
21 N 0.53271 -6.72471 6.85398  C18 1.274, H24 1.010, H25 1.010
22 H 1.83969 -6.22976 4.14984  N20 1.010
23 H 0.18725 -6.40205 4.56752  N20 1.010
24 H 0.71773 -6.46518 7.81236  N21 1.010
25 H -0.39322 -6.76139 6.45224  N21 1.010
26 C -6.47788 4.71938 -2.33183  O27 1.210, N28 1.285, N29 1.354
27 O -7.12384 5.05068 -1.36414  C26 1.210
28 N -6.01457 5.55020 -3.19498  C26 1.285, H30 1.010, H31 1.010
29 N -6.10310 3.45824 -2.65258  C26 1.354, H32 1.010, H33 1.010
30 H -6.23768 6.50795 -2.96466  N28 1.010
31 H -5.25224 5.32486 -3.81802  N28 1.010
32 H -6.42549 2.90342 -1.87262  N29 1.010
33 H -5.28936 3.31917 -3.23446  N29 1.010
34 C 4.28154 -6.15533 -7.44910  O35 1.230, N36 1.293, N37 1.274
35 O 5.08075 -6.86065 -8.06256  C34 1.230
36 N 4.64135 -5.12487 -6.75629  C34 1.293, H38 1.010, H39 1.010
37 N 3.02381 -6.33468 -7.35974  C34 1.274, H40 1.010, H41 1.010
38 H 4.01579 -4.74452 -6.06051  N36 1.010
39 H 5.60728 -5.01218 -6.48357  N36 1.010
40 H 2.47739 -5.71413 -6.77970  N37 1.010
41 H 2.75287 -7.23999 -7.71624  N37 1.010
42 C 0.23389 8.86196 -0.08133  O43 1.218, N44 1.282, N45 1.276
43 O 0.24114 9.61043 0.88013  C42 1.218
44 N -0.09569 7.62317 -0.06978  C42 1.282, H46 1.010, H47 1.010
45 N 0.61970 9.19760 -1.24994  C42 1.276, H48 1.010, H49 1.010
46 H -0.16891 7.20163 -0.98468  N44 1.010
47 H -0.21347 6.94269 0.66722  N44 1.010
48 H 1.05834 10.08127 -1.46635  N45 1.010
49 H 0.44102 8.45985 -1.91620  N45 1.010
50 C 5.22450 0.09248 3.39593  O51 1.261, N52 1.263, N53 1.320
51 O 6.27314 0.60670 3.87031  C50 1.261
52 N 4.98602 -0.90605 2.65940  C50 1.263, H54 1.010, H55 1.010
53 N 4.05168 0.64822 3.63830  C50 1.320, H56 1.010, H57 1.010
54 H 5.77751 -1.28461 2.15907  N52 1.010
55 H 4.07958 -1.16318 2.29558  N52 1.010
56 H 3.99072 1.47269 4.21849  N53 1.010
57 H 3.16087 0.23787 3.39709  N53 1.010
58 C -2.44578 -1.50191 -10.00559  O59 1.227, N60 1.308, N61 1.246
59 O -3.10517 -2.49011 -9.69734  C58 1.227
60 N -1.69885 -0.70984 -9.27994  C58 1.308, H62 1.010, H63 1.010
61 N -2.62208 -0.97646 -11.12193  C58 1.246, H64 1.010, H65 1.010
62 H -1.22491 0.05419 -9.74008  N60 1.010
63 H -1.48528 -0.91311 -8.31393  N60 1.010
64 H -3.30130 -1.49247 -11.66275  N61 1.010
65 H -2.02429 -0.24822 -11.48582  N61 1.010
66 C 3.38210 -6.89767 -0.86943  O67 1.182, N68 1.322, N69 1.259
67 O 3.63775 -8.03799 -1.04922  C66 1.182
68 N 2.22607 -6.30820 -1.12176  C66 1.322, H70 1.010, H71 1.010
69 N 4.14655 -6.08683 -0.28333  C66 1.259, H72 1.010, H73 1.010
70 H 1.53363 -6.88139 -1.58227  N68 1.010
71 H 2.09716 -5.31981 -0.95875  N68 1.010
72 H 4.02058 -5.10163 -0.46668  N69 1.010
73 H 5.07507 -6.46379 -0.15741  N69 1.010
74 C -2.62590 0.51148 8.19712  O75 1.204, N76 1.306, N77 1.339
75 O -3.38842 0.58036 7.26738  C74 1.204
76 N -2.03232 -0.63000 8.42114  C74 1.306, H78 1.010, H79 1.010
77 N -2.29692 1.48472 9.05614  C74 1.339, H80 1.010, H81 1.010
78 H -2.22136 -1.31881 7.70706  N76 1.010
79 H -1.22724 -0.79972 9.00692  N76 1.010
80 H -2.68898 2.39478 8.86070  N77 1.010
81 H -1.53579 1.19002 9.65105  N77 1.010

## b
# C9H36F2N19O13S2

10 unconnected molecules or ions with the total composition C9H36F2N19O13S2 (ωB97M-V with the def2-TZVPD basis set, OMol25).

LUMO ... 1.34 eV
Frontier orbital gap ... 0.33607 Ha
Net charge ... -1

Bonds (Å) are listed after each position.
Element x y z (Å)
1 N -34.26326 39.16567 -12.69280  S2 1.429, S6 1.691
2 S -33.45766 40.32861 -12.49141  N1 1.429, O3 1.471, O4 1.467, F5 1.623, S6 2.385
3 O -33.81538 41.28302 -11.43084  S2 1.471
4 O -32.75476 40.80127 -13.68960  S2 1.467
5 F -32.23124 39.57072 -11.74604  S2 1.623
6 S -35.66675 39.90221 -13.28169  N1 1.691, S2 2.385, O7 1.457, O8 1.450, F9 1.602
7 O -35.58304 40.97422 -14.26454  S6 1.457
8 O -36.69877 39.97145 -12.26513  S6 1.450
9 F -36.11192 38.65616 -14.18525  S6 1.602
10 C -40.21919 44.00488 -17.12173  O11 1.171, N12 1.296, N13 1.283
11 O -41.31699 44.39535 -17.24202  C10 1.171
12 N -39.16482 44.70789 -17.39328  C10 1.296, H14 1.010, H15 1.010
13 N -39.84944 42.80081 -16.87914  C10 1.283, H16 1.010, H17 1.010
14 H -39.26959 45.70646 -17.50275  N12 1.010
15 H -38.28272 44.35958 -17.04588  N12 1.010
16 H -38.84336 42.72964 -16.82581  N13 1.010
17 H -40.42117 41.97846 -17.00936  N13 1.010
18 C -32.11418 34.26523 -13.67943  O19 1.244, N20 1.259, N21 1.226
19 O -31.76459 33.08474 -13.85881  C18 1.244
20 N -32.80009 34.92551 -14.50298  C18 1.259, H22 1.010, H23 1.010
21 N -32.06944 34.86919 -12.61339  C18 1.226, H24 1.010, H25 1.010
22 H -33.15931 35.77618 -14.09382  N20 1.010
23 H -32.60570 34.70661 -15.46963  N20 1.010
24 H -31.48933 34.31397 -12.00078  N21 1.010
25 H -32.25201 35.85408 -12.48385  N21 1.010
26 C -30.91165 36.26013 -5.74132  O27 1.213, N28 1.266, N29 1.202
27 O -31.14199 36.76044 -4.66041  C26 1.213
28 N -31.16961 35.07914 -6.11620  C26 1.266, H30 1.010, H31 1.010
29 N -30.45914 36.77560 -6.72867  C26 1.202, H32 1.010, H33 1.010
30 H -31.80714 34.50358 -5.58480  N28 1.010
31 H -30.82381 34.66386 -6.96947  N28 1.010
32 H -29.94848 37.63024 -6.55860  N29 1.010
33 H -30.48190 36.25322 -7.59279  N29 1.010
34 C -36.66275 35.37029 -9.40601  O35 1.198, N36 1.237, N37 1.298
35 O -36.99361 34.74991 -8.43563  C34 1.198
36 N -37.16258 35.16400 -10.51881  C34 1.237, H38 1.010, H39 1.010
37 N -35.70213 36.24313 -9.37386  C34 1.298, H40 1.010, H41 1.010
38 H -37.94622 34.59092 -10.79740  N36 1.010
39 H -36.72299 35.77812 -11.18941  N36 1.010
40 H -35.27208 36.33548 -8.46467  N37 1.010
41 H -35.37376 36.89101 -10.07566  N37 1.010
42 C -36.98472 46.09161 -12.56418  O43 1.197, N44 1.273, N45 1.276
43 O -37.80966 45.22361 -12.55771  C42 1.197
44 N -37.23703 47.13056 -13.25525  C42 1.273, H46 1.010, H47 1.010
45 N -35.86208 45.98885 -11.96658  C42 1.276, H48 1.010, H49 1.010
46 H -38.10491 47.19342 -13.76802  N44 1.010
47 H -36.54384 47.84857 -13.41030  N44 1.010
48 H -35.15890 46.67265 -12.20753  N45 1.010
49 H -35.66472 45.20889 -11.35599  N45 1.010
50 C -42.07730 37.12623 -7.49506  O51 1.220, N52 1.303, N53 1.306
51 O -43.18893 36.93800 -7.96106  C50 1.220
52 N -41.52124 36.20551 -6.75920  C50 1.303, H54 1.010, H55 1.010
53 N -41.15065 37.92196 -7.95848  C50 1.306, H56 1.010, H57 1.010
54 H -42.18948 35.57326 -6.34230  N52 1.010
55 H -40.57818 35.96021 -7.02487  N52 1.010
56 H -40.21992 37.82703 -7.57791  N53 1.010
57 H -41.24980 38.47394 -8.79847  N53 1.010
58 C -32.37301 46.38546 -18.63890  O59 1.220, N60 1.316, N61 1.270
59 O -31.25534 46.83721 -18.45114  C58 1.220
60 N -33.31951 47.05329 -19.26274  C58 1.316, H62 1.010, H63 1.010
61 N -32.67224 45.17046 -18.42223  C58 1.270, H64 1.010, H65 1.010
62 H -34.22391 46.60407 -19.28151  N60 1.010
63 H -33.22591 47.81843 -19.91536  N60 1.010
64 H -33.44945 44.68885 -18.85131  N61 1.010
65 H -32.04566 44.71945 -17.77102  N61 1.010
66 C -36.66734 42.44651 -6.49474  O67 1.190, N68 1.293, N69 1.290
67 O -36.72493 42.82455 -5.36779  C66 1.190
68 N -35.67069 41.69521 -6.83079  C66 1.293, H70 1.010, H71 1.010
69 N -37.36592 42.88962 -7.48492  C66 1.290, H72 1.010, H73 1.010
70 H -35.58292 41.31035 -7.76046  N68 1.010
71 H -35.13765 41.22734 -6.11172  N68 1.010
72 H -37.19753 42.68468 -8.45946  N69 1.010
73 H -37.98973 43.66833 -7.32815  N69 1.010
74 C -30.07523 40.24668 -19.53265  O75 1.212, N76 1.316, N77 1.292
75 O -30.30828 39.70442 -20.59139  C74 1.212
76 N -29.17339 41.19115 -19.36595  C74 1.316, H78 1.010, H79 1.010
77 N -30.78273 39.88355 -18.51482  C74 1.292, H80 1.010, H81 1.010
78 H -28.96755 41.72380 -18.53287  N76 1.010
79 H -28.49603 41.20831 -20.11494  N76 1.010
80 H -31.50210 39.17621 -18.56275  N77 1.010
81 H -30.45538 40.31302 -17.66130  N77 1.010

a is favored, and the nearest alternative lies 21.5 kcal/mol above it.

## a
# C4H11N2S

A gas-phase ion, C4H11N2S (charge -1) (ωB97M-V with the def2-TZVPD basis set, OMol25).

LUMO ... 4.00 eV
SMILES ... CNC[C@H](N)C[S-]
Frontier orbital gap ... 0.23831 Ha
Net charge ... -1

Bonds (Å) are listed after each position.
Element x y z (Å)
1 C -1.11023 -2.18319 -0.27757  N2 1.463, H8 1.097, H9 1.098, H10 1.090
2 N -0.45902 -1.46730 0.81947  C1 1.463, C3 1.480, H11 1.005
3 C 0.55412 -0.47391 0.39916  N2 1.480, C4 1.583, H12 1.077, H13 1.078
4 C -0.05255 0.98194 0.26509  C3 1.583, N5 1.448, C6 1.584, H14 1.114
5 N -0.78344 0.99922 -0.98443  C4 1.448, H15 1.024, H16 1.023
6 C 1.26430 1.84955 0.41939  C4 1.584, S7 1.813, H17 1.104, H18 1.107
7 S 2.30107 1.73913 -1.06382  C6 1.813
8 H -1.54991 -1.50750 -1.02087  C1 1.097
9 H -1.90585 -2.76611 0.20558  C1 1.098
10 H -0.37034 -2.84972 -0.72043  C1 1.090
11 H -1.05247 -1.17522 1.57553  N2 1.005
12 H 1.43339 -0.52872 1.01803  C3 1.077
13 H 0.97175 -0.74317 -0.55797  C3 1.078
14 H -0.83425 1.04922 1.05570  C4 1.114
15 H -0.95318 1.94765 -1.33154  N5 1.024
16 H -0.19070 0.77459 -1.78801  N5 1.023
17 H 0.98925 2.89336 0.65047  C6 1.104
18 H 1.74805 1.46020 1.33622  C6 1.107

## b
# C4H11N2S

A gas-phase ion, C4H11N2S (charge -1) (ωB97M-V with the def2-TZVPD basis set, OMol25).

LUMO ... 3.69 eV
SMILES ... C[C@@H](C[S-])NCN
Frontier orbital gap ... 0.22195 Ha
Net charge ... -1

Bonds (Å) are listed after each position.
Element x y z (Å)
1 C 0.06374 0.48953 -2.12421  C2 1.540, H8 1.089, H9 1.092, H10 1.091
2 C -0.29219 0.43974 -0.62653  C1 1.540, C3 1.525, N5 1.480, H11 1.098
3 C -1.74491 0.15756 -0.25870  C2 1.525, S4 1.823, H12 1.103, H13 1.094
4 S -2.96924 1.12720 -1.19993  C3 1.823
5 N 0.69902 -0.42965 0.04519  C2 1.480, C6 1.442, H14 1.016
6 C 0.61708 -0.37947 1.48412  N5 1.442, N7 1.490, H15 1.091, H16 1.091
7 N 1.85419 -1.00980 2.02353  C6 1.490, H17 1.018, H18 1.013
8 H 0.73557 1.33267 -2.27941  C1 1.089
9 H -0.83228 0.78182 -2.67494  C1 1.092
10 H 0.40655 -0.49976 -2.43047  C1 1.091
11 H -0.09823 1.46724 -0.29037  C2 1.098
12 H -1.95443 -0.92488 -0.27536  C3 1.103
13 H -1.89980 0.38619 0.79977  C3 1.094
14 H 0.55279 -1.40019 -0.21833  N5 1.016
15 H 0.54891 0.66737 1.78439  C6 1.091
16 H -0.22683 -0.93075 1.90187  C6 1.091
17 H 2.53345 -0.61310 1.37674  N7 1.018
18 H 2.00662 -0.66172 2.96263  N7 1.013

## c
# C4H11N2S

A gas-phase ion, C4H11N2S (charge -1) (ωB97M-V with the def2-TZVPD basis set, OMol25).

LUMO ... 3.39 eV
SMILES ... NCNCCC[S-]
Frontier orbital gap ... 0.20506 Ha
Net charge ... -1

Bonds (Å) are listed after each position.
Element x y z (Å)
1 N -0.40614 2.93711 1.72994  C2 1.511, H8 1.120, H9 1.004
2 C 0.16661 1.85802 0.84003  N1 1.511, N3 1.446, H10 1.156, H11 1.089
3 N -0.35461 0.50987 0.80172  C2 1.446, C4 1.431, H12 1.049
4 C 0.39654 -0.49111 0.10765  N3 1.431, C5 1.524, H13 1.156, H14 1.090
5 C -0.31817 -1.70406 -0.47707  C4 1.524, C6 1.518, H15 1.045, H16 1.038
6 C 0.30333 -1.86348 -1.85269  C5 1.518, S7 1.827, H17 1.150, H18 1.131
7 S -0.37870 -3.29059 -2.76807  C6 1.827
8 H -1.52419 2.87272 1.71507  N1 1.120
9 H -0.31152 2.60238 2.67169  N1 1.004
10 H 1.29781 1.74706 1.05051  C2 1.156
11 H 0.12081 2.42712 -0.08782  C2 1.089
12 H -1.38683 0.37676 0.67119  N3 1.049
13 H 1.23228 -0.91804 0.78235  C4 1.156
14 H 1.13674 -0.02662 -0.54437  C4 1.090
15 H -0.22010 -2.45528 0.24286  C5 1.045
16 H -1.35005 -1.60132 -0.51977  C5 1.038
17 H 1.44257 -2.02080 -1.84671  C6 1.150
18 H 0.15361 -0.95973 -2.51650  C6 1.131

b is favored, and the nearest alternative lies 9.7 kcal/mol above it.